Record 1
Entry from the OMol25 dataset: C38H21N8PdTe as an isolated structure (wB97M-V/def2-TZVPD).

```
69
Properties=species:S:1:pos:R:3
Pd -0.88 -0.03 -0.01
C -0.35 0.51 -6.53
C -0.97 -0.75 -6.53
C -1.36 -1.36 -5.35
C -1.11 -0.68 -4.17
C -1.37 -1.02 -2.77
N -1.96 -2.13 -2.40
C -2.17 -2.46 -1.14
C -2.84 -3.69 -0.72
C -3.41 -4.73 -1.45
C -3.98 -5.77 -0.74
C -3.99 -5.77 0.66
C -3.42 -4.73 1.39
C -2.85 -3.70 0.67
C -2.18 -2.46 1.09
N -1.98 -2.14 2.35
C -1.39 -1.02 2.74
N -0.94 0.00 1.97
C -0.42 0.97 2.74
N 0.06 2.14 2.37
C 0.18 2.51 1.11
N -0.04 1.77 -0.01
C 0.19 2.51 -1.12
N 0.08 2.15 -2.38
C -0.40 0.98 -2.77
N -0.93 0.00 -1.99
C -0.50 0.57 -4.16
C -0.11 1.19 -5.35
C 0.64 3.84 -0.70
C 0.99 4.97 -1.42
C 1.33 6.10 -0.70
C 1.32 6.10 0.70
C 0.97 4.97 1.42
C 0.63 3.84 0.69
C -0.53 0.56 4.14
C -0.15 1.18 5.33
C -0.41 0.50 6.50
C -1.03 -0.76 6.50
C -1.40 -1.37 5.31
C -1.14 -0.69 4.13
N -1.82 -1.78 -0.02
H -0.06 0.95 -7.47
H -1.14 -1.25 -7.47
H -1.83 -2.33 -5.33
H -3.39 -4.72 -2.53
H -4.43 -6.60 -1.27
H -4.45 -6.60 1.19
H -3.42 -4.73 2.47
H 0.37 2.16 -5.33
H 0.99 4.96 -2.50
H 1.61 7.01 -1.23
H 1.59 7.01 1.23
H 0.96 4.96 2.50
H 0.33 2.14 5.32
H -0.13 0.94 7.45
H -1.21 -1.27 7.44
H -1.87 -2.35 5.29
Te 1.75 -1.92 -0.01
C 3.54 -0.80 0.04
C 3.49 0.60 0.11
C 4.63 1.37 0.14
C 5.89 0.78 0.11
C 5.96 -0.61 0.04
C 4.81 -1.38 0.01
H 2.51 1.08 0.14
H 4.54 2.45 0.20
H 6.79 1.38 0.13
H 6.93 -1.09 0.01
H 4.89 -2.46 -0.05
```

Energy relative to the best compared isomer or geometry (same formula, charge and spin) (kcal/mol): 0.00
HOMO level (Ha): -0.1117
Charge: -1
Gap between HOMO and LUMO (eV): 3.94
Energy (eV): -62446.05915

natural (NBO) population analysis, charges in e, atoms 1 to 4: number 1, Pd, carries 0.9036; number 2, C, carries -0.2207; number 3, C, carries -0.2195; number 4, C, carries -0.1688

Record 2
Entry from the OMol25 dataset: C38H23F3N6O2S3Ti as an isolated structure at a distorted geometry (wB97M-V/def2-TZVPD).

```
76
Properties=species:S:1:pos:R:3
Ti -0.95 -1.09 0.29
C -1.09 -5.20 1.46
C 0.18 -5.43 2.01
C 0.99 -4.37 2.35
C 0.53 -3.07 2.07
N -0.71 -2.88 1.43
C -1.52 -3.91 1.20
C 1.39 -1.90 2.14
C 2.70 -1.99 2.69
C 3.43 -0.82 2.86
C 2.83 0.39 2.56
C 1.57 0.40 1.98
N 0.86 -0.72 1.77
C 1.02 1.76 1.72
C 1.87 2.87 1.39
C 1.25 4.11 1.25
C -0.10 4.21 1.57
C -0.78 3.10 2.08
N -0.30 1.84 1.97
H -1.79 -6.02 1.23
H 0.46 -6.46 2.17
H 1.95 -4.48 2.92
H -2.53 -3.67 0.89
H 3.11 -2.99 2.97
H 4.42 -0.82 3.31
H 3.36 1.34 2.70
H 2.90 2.67 1.07
H 1.72 5.02 0.89
H -0.60 5.15 1.51
H -1.76 3.12 2.49
S 5.33 -1.98 -3.06
C 6.63 -2.42 -2.02
C 6.28 -2.67 -0.71
C 4.96 -2.29 -0.51
C 4.34 -1.81 -1.68
C 3.02 -1.15 -1.75
C 1.86 -1.59 -1.07
N 0.67 -0.94 -1.12
C 0.62 0.21 -1.80
C 1.75 0.70 -2.60
C 1.61 1.81 -3.50
C 0.45 2.52 -3.50
C -0.69 2.14 -2.72
C -1.94 2.78 -2.67
C -2.97 2.28 -1.86
C -2.78 1.19 -1.04
N -1.55 0.59 -0.98
C -0.54 1.03 -1.81
C -4.24 3.01 -1.85
C -4.78 3.80 -2.87
C -6.06 4.24 -2.53
C -6.53 3.75 -1.36
S -5.36 2.74 -0.57
C 2.97 0.00 -2.53
H 7.65 -2.52 -2.43
H 6.96 -3.08 0.02
H 4.34 -2.21 0.40
H 1.86 -2.44 -0.38
H 2.44 2.10 -4.10
H 0.38 3.49 -4.03
H -2.12 3.68 -3.29
H -3.58 0.76 -0.44
H -4.33 4.06 -3.80
H -6.56 5.01 -3.15
H -7.52 3.92 -0.94
H 3.87 0.45 -3.01
F -2.72 -1.25 3.88
C -3.69 -0.36 3.45
F -4.89 -0.87 3.63
F -3.60 0.81 4.16
C -3.38 -0.06 1.98
O -4.26 0.64 1.45
O -2.30 -0.53 1.48
S -2.15 -4.28 -2.88
C -1.99 -3.15 -1.83
N -1.89 -2.26 -1.02
```

Multiplicity: 2
Expectation value of S²: 0.75
Energy relative to the best compared isomer or geometry (same formula, charge and spin) (kcal/mol): 30.84
HOMO level (alpha / beta) (Ha): -0.3737 / -0.3828
Charge: +1
Gap between HOMO and LUMO (alpha / beta) (eV): 6.38 / 6.60
Energy (eV): -116587.13809

Löwdin population analysis, charges in e, atoms 1 to 4: number 1, Ti, carries 1.0243; number 2, C, carries -0.0038; number 3, C, carries -0.0117; number 4, C, carries 0.0079